C33H31Br2N5O10Si | ωB97M-V/def2-TZVPD

E: -210596.6984 eV
gap between HOMO and LUMO: 8.10 eV
SMILES: C/C(Br)=C(\[SiH3])Br.O=[N+]([O-])c1ccccc1.O=[N+]([O-])c1ccccc1.O=[N+]([O-])c1ccccc1.O=[N+]([O-])c1ccccc1.O=[N+]([O-])c1ccccc1

Each line ends with the Mulliken charge.
Geometry (Å):
1 C -3.440 -0.117 1.189  -0.59
2 C -4.500 -0.658 2.259  0.31
3 Br -6.086 -1.733 1.690  -0.18
4 C -4.340 -0.397 3.644  -0.03
5 Si -2.854 0.636 4.344  0.63
6 Br -5.624 -1.086 4.969  -0.17
7 H -3.574 -0.644 0.180  -0.01
8 H -2.363 -0.328 1.494  0.30
9 H -3.571 1.009 1.027  0.29
10 H -1.655 0.281 3.585  -0.17
11 H -3.171 2.031 4.036  -0.17
12 H -2.679 0.346 5.764  -0.17
13 C -1.187 6.984 4.149  -0.37
14 C -0.323 7.173 5.223  -0.53
15 C 0.069 6.089 6.000  -0.11
16 C -0.407 4.818 5.688  -0.08
17 C -1.276 4.623 4.618  -0.12
18 C -1.666 5.713 3.849  -0.48
19 N 0.024 3.670 6.488  1.00
20 O 0.773 3.883 7.429  -0.62
21 O -0.384 2.566 6.169  -0.59
22 H -1.486 7.832 3.541  0.38
23 H 0.046 8.166 5.454  0.38
24 H 0.742 6.249 6.835  0.48
25 H -1.654 3.637 4.373  0.21
26 H -2.341 5.571 3.012  0.39
27 C -1.189 -2.687 -4.073  -0.56
28 C -0.103 -1.820 -4.147  -0.36
29 C -0.172 -0.567 -3.551  -0.51
30 C -1.334 -0.194 -2.879  -0.13
31 C -2.427 -1.053 -2.808  -0.22
32 C -2.350 -2.304 -3.409  -0.68
33 N -1.402 1.116 -2.228  1.01
34 O -0.434 1.851 -2.326  -0.61
35 O -2.423 1.396 -1.620  -0.61
36 H -1.130 -3.668 -4.535  0.63
37 H 0.798 -2.124 -4.666  0.59
38 H 0.680 0.100 -3.614  0.46
39 H -3.335 -0.767 -2.291  0.53
40 H -3.194 -2.983 -3.358  0.42
41 C -1.702 -0.330 -9.914  -0.36
42 C -0.836 -0.132 -8.843  -0.58
43 C -0.437 -1.211 -8.063  -0.12
44 C -0.909 -2.485 -8.368  0.07
45 C -1.781 -2.689 -9.433  -0.38
46 C -2.177 -1.604 -10.206  -0.44
47 N -0.471 -3.627 -7.564  1.02
48 O 0.280 -3.408 -6.627  -0.57
49 O -0.878 -4.733 -7.878  -0.62
50 H -2.007 0.514 -10.524  0.38
51 H -0.470 0.863 -8.619  0.38
52 H 0.238 -1.045 -7.231  0.42
53 H -2.156 -3.678 -9.673  0.44
54 H -2.855 -1.752 -11.040  0.37
55 C 0.575 -8.677 -3.611  -0.40
56 C 1.661 -7.810 -3.684  -0.50
57 C 1.593 -6.557 -3.087  -0.35
58 C 0.432 -6.184 -2.414  0.15
59 C -0.661 -7.043 -2.343  -0.31
60 C -0.586 -8.293 -2.946  -0.48
61 N 0.365 -4.875 -1.762  1.10
62 O 1.334 -4.141 -1.860  -0.61
63 O -0.655 -4.595 -1.154  -0.61
64 H 0.633 -9.656 -4.074  0.38
65 H 2.562 -8.113 -4.205  0.38
66 H 2.445 -5.891 -3.150  0.44
67 H -1.569 -6.757 -1.825  0.45
68 H -1.430 -8.971 -2.895  0.38
69 C 3.957 3.916 7.765  -0.18
70 C 4.202 4.604 6.581  -0.26
71 C 5.508 4.895 6.202  -0.45
72 C 6.561 4.489 7.016  -0.05
73 C 6.324 3.807 8.207  -0.28
74 C 5.015 3.522 8.579  -0.61
75 N 7.939 4.772 6.609  0.99
76 O 8.109 5.387 5.569  -0.60
77 O 8.839 4.373 7.330  -0.60
78 H 2.937 3.686 8.055  0.46
79 H 3.374 4.910 5.951  0.37
80 H 5.686 5.431 5.277  0.43
81 H 7.139 3.492 8.847  0.43
82 H 4.818 2.989 9.503  0.37

=====

C26H36N4O4 | ωB97M-V/def2-TZVPD

E: -41699.0736 eV
gap between HOMO and LUMO: 9.08 eV
SMILES: CCCCOc1ccc(N(CC(=O)NC(C)(C)CC)C(=O)CCC(=O)Nc2ccccn2)cc1

Each line ends with the Mulliken charge.
Geometry (Å):
1 C -7.367 -3.424 -1.458  -1.29
2 C -6.596 -3.715 -0.176  -0.34
3 C -5.093 -3.785 -0.431  -0.38
4 C -4.318 -4.085 0.854  -0.85
5 O -2.924 -4.180 0.640  -0.45
6 C -2.189 -3.053 0.452  0.56
7 C -0.846 -3.263 0.124  -0.69
8 C 0.007 -2.200 -0.078  -0.08
9 C -0.464 -0.897 0.066  -1.08
10 C -1.795 -0.680 0.382  -0.84
11 C -2.656 -1.747 0.574  -0.18
12 H -3.685 -1.540 0.817  0.45
13 H -2.171 0.328 0.459  0.49
14 N 0.392 0.211 -0.182  0.73
15 C 1.450 0.559 0.573  0.55
16 O 2.141 1.534 0.297  -0.89
17 C 1.728 -0.258 1.824  -0.41
18 H 1.262 0.262 2.666  0.34
19 C 3.238 -0.335 2.035  -1.09
20 C 3.889 -1.099 0.893  0.77
21 O 3.262 -1.732 0.073  -0.64
22 N 5.249 -1.000 0.909  -0.15
23 C 6.182 -1.551 0.037  0.37
24 N 7.436 -1.254 0.365  -0.57
25 C 8.412 -1.722 -0.391  -0.37
26 C 8.197 -2.508 -1.511  -0.34
27 C 6.885 -2.814 -1.848  -0.60
28 C 5.850 -2.333 -1.068  -0.25
29 H 4.820 -2.546 -1.295  0.48
30 H 6.670 -3.423 -2.714  0.40
31 H 9.025 -2.868 -2.100  0.37
32 H 9.411 -1.448 -0.077  0.39
33 H 5.685 -0.443 1.632  0.28
34 H 3.650 0.676 2.061  0.39
35 H 3.471 -0.838 2.976  0.55
36 H 1.301 -1.254 1.749  0.31
37 C 0.075 1.008 -1.361  -1.36
38 H 1.013 1.309 -1.836  0.49
39 H -0.512 0.393 -2.045  0.41
40 C -0.743 2.258 -0.989  0.69
41 O -1.939 2.327 -1.202  -0.66
42 N 0.009 3.206 -0.417  -0.03
43 H 0.978 2.965 -0.229  0.33
44 C -0.483 4.465 0.146  1.43
45 C -1.496 4.151 1.252  -1.91
46 H -1.041 3.494 1.991  0.38
47 H -2.362 3.652 0.826  0.42
48 H -1.818 5.060 1.750  0.49
49 C 0.733 5.183 0.730  -2.03
50 H 0.429 6.084 1.254  0.48
51 H 1.244 4.533 1.438  0.48
52 H 1.431 5.452 -0.059  0.41
53 C -1.124 5.272 -0.998  -0.69
54 C -1.633 6.655 -0.612  -1.34
55 H -2.076 7.133 -1.483  0.40
56 H -2.396 6.592 0.159  0.31
57 H -0.826 7.290 -0.254  0.32
58 H -1.951 4.683 -1.395  0.42
59 H -0.379 5.375 -1.792  0.46
60 H 1.040 -2.366 -0.344  0.63
61 H -0.499 -4.278 0.022  0.46
62 H -4.602 -5.070 1.235  0.39
63 H -4.544 -3.341 1.628  0.34
64 H -4.876 -4.570 -1.158  0.29
65 H -4.748 -2.839 -0.854  0.40
66 H -6.936 -4.664 0.247  0.30
67 H -6.803 -2.933 0.558  0.32
68 H -7.053 -2.474 -1.883  0.33
69 H -8.435 -3.376 -1.258  0.38
70 H -7.190 -4.204 -2.195  0.32

=====

C19H20N3O2S6SbSeSiTc | ωB97M-V/def2-TZVPD

E: -175560.9997 eV
gap between HOMO and LUMO: 6.57 eV
net charge: +1

Each line ends with the Mulliken charge.
Geometry (Å):
1 Tc -0.404 0.128 -0.570  0.54
2 O -0.252 2.322 3.217  -0.37
3 C 0.371 1.373 3.972  0.99
4 C 0.605 1.617 5.324  -1.03
5 C 1.238 0.682 6.116  -0.52
6 C 1.654 -0.527 5.569  -0.85
7 C 1.423 -0.774 4.234  -0.49
8 C 0.780 0.157 3.408  0.17
9 C 0.572 -0.207 1.998  0.76
10 O -0.030 0.696 1.205  -0.48
11 N 0.938 -1.360 1.557  -0.79
12 N 0.605 -1.498 0.204  0.89
13 C 1.021 -2.589 -0.342  -0.18
14 S 0.608 -2.940 -1.992  0.07
15 C 1.750 -4.342 -2.125  -0.61
16 C 1.774 -5.041 -0.780  -0.57
17 S 1.935 -3.784 0.521  -0.02
18 H -0.444 3.075 3.789  0.32
19 H 0.281 2.560 5.750  0.30
20 H 1.408 0.897 7.162  0.39
21 H 2.151 -1.266 6.182  0.42
22 H 1.734 -1.710 3.792  0.50
23 H 2.739 -3.977 -2.403  0.29
24 H 1.370 -4.993 -2.910  0.41
25 H 2.632 -5.707 -0.697  0.41
26 H 0.859 -5.606 -0.612  0.26
27 S -4.162 -3.314 0.040  -0.32
28 Sb -4.222 -5.103 -1.640  0.68
29 S -2.314 -0.846 -0.727  -0.23
30 S -2.211 -2.734 0.215  0.05
31 S -2.144 -5.449 -2.204  -0.43
32 Se 3.722 -0.643 -1.849  0.04
33 C 2.188 0.014 -1.923  0.27
34 N 1.061 0.500 -1.978  -0.10
35 C 0.556 2.033 -4.428  -1.15
36 Si 0.515 2.159 -2.579  -0.08
37 C 1.692 3.384 -1.847  -1.09
38 C -1.176 2.185 -1.826  0.45
39 C -1.360 2.565 -0.486  0.25
40 C -2.647 2.706 0.051  -0.56
41 C -3.748 2.469 -0.738  -0.48
42 C -3.589 2.077 -2.074  -0.79
43 C -2.332 1.935 -2.608  -0.40
44 H 0.163 2.921 -4.924  0.39
45 H -0.017 1.167 -4.765  0.35
46 H 1.589 1.899 -4.758  0.38
47 H 1.383 4.404 -2.083  0.40
48 H 2.698 3.236 -2.244  0.38
49 H 1.743 3.289 -0.760  0.34
50 H -0.521 2.841 0.142  0.23
51 H -2.756 3.005 1.084  0.44
52 H -4.743 2.581 -0.330  0.42
53 H -4.461 1.892 -2.687  0.42
54 H -2.223 1.642 -3.645  0.34

=====

no.,LUMO level (eV)
1,-0.849
2,0.711
3,-3.871